(1)
A structure of composition C5H4N3O5 in a non-equilibrium geometry, computed with ωB97M-V/def2-TZVPD.

Values from the calculation:
Gap between HOMO and LUMO, eV: 8.8
Highest occupied orbital energy, eV: -5.56
Total charge: -1
Energy relative to the best compared isomer or geometry (same formula, charge and spin), kcal per mole: 128.29

XYZ file:
```
17
C5H4N3O5 | OMol25 | ωB97M-V/def2-TZVPD
C -1.8562 -1.3458 -2.5178
C 0.7806 -0.2087 -1.6994
C 2.7029 0.8484 -0.0139
C -0.3212 0.1611 -0.6825
C -0.6776 -1.9732 -2.8405
N -2.9780 -1.2410 -2.2636
N 0.4390 -1.5054 -2.4640
N 1.1931 0.4541 -3.9100
O 3.6274 0.2786 0.5098
O 1.1297 1.3284 -4.7858
O 1.9655 -0.3840 -1.1840
O 2.1017 1.8643 -0.1354
O 0.5810 0.7759 -2.7826
H -0.0195 1.0647 -0.0430
H -0.2951 -0.5854 0.0982
H -1.2910 -0.0259 -1.0621
H 1.2216 -2.0236 -2.6634
```

(2)
A cluster of 2 separate species, C22H56BNO7P3S in total in a non-equilibrium geometry, computed with ωB97M-V/def2-TZVPD.

Values from the calculation:
Gap between HOMO and LUMO, eV: 6.6
Highest occupied orbital energy, eV: -10.88
Total charge: +1

XYZ file:
```
91
C22H56BNO7P3S | OMol25 | ωB97M-V/def2-TZVPD
C 11.4013 3.1014 1.5534
C 10.4358 1.8193 1.1958
C 10.6735 1.3619 -0.3675
C 9.3142 0.7335 -1.0684
C 8.7015 -0.5636 -0.2440
C 7.2227 -0.9097 -0.8754
C 6.2877 -1.8472 0.1186
C 4.9864 -2.4868 -0.7038
C 3.6362 -1.5804 -0.4882
C 2.4744 -2.4954 0.2784
C 1.7313 -3.3494 -0.9509
C 0.4424 -2.5135 -1.5889
C -1.0233 -3.1146 -1.0662
C -2.1195 -1.8899 -0.7598
C -2.8088 -2.2462 0.7136
C -4.3554 -1.7995 0.8774
P -4.8293 0.0107 0.8956
O -4.8388 1.1809 -0.3875
C -3.8176 0.9503 -1.4059
C -4.0183 2.1583 -2.5455
C -4.9945 1.7144 -3.7899
P -3.0061 0.7418 1.8055
P -2.6642 -0.1705 3.8069
O -3.2198 0.8327 4.9353
O -3.2928 -1.7875 3.9372
O -0.8995 -0.2905 3.9402
B -5.7617 0.6212 2.5085
O -5.9814 -0.3584 3.6307
C -6.3296 2.1450 2.7276
C -5.2391 3.3439 2.4830
S -6.8076 -0.5950 0.1835
C -6.8096 -1.0477 -1.6529
O -7.8195 0.6107 0.3051
O -7.4293 -1.7258 1.0801
H 11.5881 3.1352 2.7199
H 10.8232 4.0835 1.2037
H 12.4323 2.9583 1.0035
H 10.6306 0.8858 1.9082
H 9.3083 2.1549 1.3760
H 10.9938 2.3252 -0.9681
H 11.5377 0.5647 -0.3805
H 9.6214 0.3771 -2.1610
H 8.4850 1.5610 -1.2149
H 8.6088 -0.3170 0.9037
H 9.3980 -1.5145 -0.3943
H 7.3288 -1.4867 -1.8938
H 6.6435 0.0899 -1.0935
H 5.9578 -1.2399 1.0716
H 6.9972 -2.7233 0.5081
H 5.2533 -2.5328 -1.8456
H 4.8054 -3.5567 -0.2472
H 3.7999 -0.5886 0.1166
H 3.2014 -1.3076 -1.5467
H 2.9709 -3.2457 1.0314
H 1.6447 -1.8128 0.7883
H 1.3441 -4.3407 -0.4439
H 2.5656 -3.5388 -1.7648
H 0.5624 -1.3943 -1.2518
H 0.5047 -2.6656 -2.7612
H -0.8131 -3.7701 -0.1140
H -1.3986 -3.8106 -1.9460
H -2.9827 -1.9981 -1.5655
H -1.5758 -0.8545 -0.7837
H -2.0910 -1.9677 1.6261
H -2.8114 -3.4431 0.7321
H -4.9595 -2.3276 -0.0082
H -4.7702 -2.3370 1.8602
H -3.9347 -0.0656 -2.0048
H -2.7071 1.0334 -1.0496
H -4.4800 3.0627 -1.9547
H -2.9645 2.4348 -2.9757
H -6.0983 1.6608 -3.3452
H -4.6818 0.6814 -4.2707
H -5.0091 2.6005 -4.5775
H -1.8282 0.3335 1.0253
H -2.5776 -2.4086 4.2733
H -0.7413 -1.2334 4.2452
H -5.9056 0.1113 4.5170
H -7.2879 2.4179 2.1081
H -6.6580 2.2271 3.8730
H -5.7737 4.3530 2.8233
H -4.2929 3.2321 3.1827
H -4.9115 3.4981 1.3703
H -6.5855 -2.2158 -1.7389
H -6.0798 -0.4067 -2.3054
H -7.8881 -0.9134 -2.1472
N -6.8881 4.7361 -2.9189
H -6.6288 4.5635 -3.8973
H -7.8505 5.0916 -2.8775
H -6.8239 3.8594 -2.3882
H -6.2493 5.4296 -2.5127
```